ORCA calculation (ωB97M-V with the def2-TZVPD basis set) on one molecule with the formula C10H16O.

Computed properties:
ΔE to the lowest compared entry with this formula, charge and spin = 5.843 eV
E_HOMO (spin up / spin down) = -6.2 / -6.2 eV
Spin multiplicity = 1
E_tot = -12671.8818 eV

Each line ends with the natural charge from an NBO analysis.
Element x y z (Å)
1 C 1.4909 1.4826 1.0533  -0.231
2 C 1.9890 0.5874 0.2196  -0.209
3 C 0.1375 1.7940 1.5382  -0.410
4 C -1.0838 1.3643 0.5461  -0.503
5 C 0.0774 0.1316 -1.4467  -0.271
6 C 1.1866 -0.3107 -0.6320  -0.053
7 C -0.8942 0.1649 -0.2687  0.383
8 C -0.3143 -0.6610 -2.7400  -0.592
9 C 1.5468 -1.7525 -0.5572  -0.646
10 C -1.9649 -1.0691 1.4253  -0.261
11 O -1.6153 -0.9070 0.0758  -0.489
12 H 2.1334 2.1265 1.6730  0.195
13 H 3.0555 0.4294 0.3734  0.208
14 H 0.0443 1.3235 2.6476  0.193
15 H -0.0028 2.8433 1.8701  0.222
16 H -1.9691 1.4059 1.1427  0.229
17 H -1.2334 2.2561 -0.1115  0.216
18 H 0.1792 1.1095 -1.7404  0.208
19 H 0.1362 -0.2127 -3.5726  0.207
20 H -1.3453 -0.4794 -2.7938  0.213
21 H 0.0016 -1.6504 -2.6462  0.206
22 H 0.7557 -2.4233 -0.4798  0.215
23 H 2.0735 -1.8191 0.3422  0.214
24 H 2.0614 -2.1129 -1.3831  0.208
25 H -2.3932 -2.0901 1.5154  0.193
26 H -2.8043 -0.6045 1.8189  0.175
27 H -1.2487 -0.9264 2.1302  0.181


ORCA calculation (ωB97M-V with the def2-TZVPD basis set) on one molecule with the formula C4H6N2O.

Computed properties:
SMILES = Cc1cc(O)n[nH]1
ΔE to the lowest compared entry with this formula, charge and spin = 0.824 eV
E_HOMO = -8.7 eV
Spin multiplicity = 1
E_tot = -9272.6779 eV

Each line ends with the natural charge from an NBO analysis.
Element x y z (Å)
1 C 0.7316 1.6597 -0.9568  -0.646
2 C 0.2349 0.4355 -0.2570  0.176
3 C -0.9929 -0.1932 -0.2741  -0.405
4 C -0.8377 -1.2700 0.6256  0.435
5 O -1.7875 -2.1757 0.9403  -0.663
6 N 0.3668 -1.3237 1.1583  -0.359
7 N 1.0052 -0.2670 0.6051  -0.344
8 H 1.8001 1.5834 -1.1876  0.220
9 H 0.5788 2.5557 -0.3444  0.228
10 H 0.1947 1.7999 -1.8983  0.233
11 H -1.8705 0.0741 -0.8446  0.233
12 H -1.3890 -2.7815 1.5810  0.489
13 H 1.9655 -0.0972 0.8524  0.403


ORCA calculation (ωB97M-V with the def2-TZVPD basis set) on C9H19CsNO as an isolated structure.

Computed properties:
Charge = +2
ΔE to the lowest compared entry with this formula, charge and spin = 0.593 eV
E_HOMO (spin up / spin down) = -17.7 / -17.7 eV
Spin multiplicity = 2
E_tot = -13708.6893 eV

Each line ends with the natural charge from an NBO analysis.
Element x y z (Å)
1 Cs -2.6944 3.7872 -0.3181  0.999
2 C 2.1474 0.4176 0.1943  -0.611
3 C 0.7935 0.9454 -0.2389  0.077
4 C 0.4270 0.4634 -1.7314  -0.386
5 C 0.1407 -1.0634 -1.8684  -0.433
6 C -0.9746 -1.4238 -0.9441  -0.392
7 C -0.8004 -0.8702 0.5808  0.064
8 N -0.4049 0.5746 0.5418  0.281
9 O -0.4807 1.2730 1.7945  -0.523
10 C -2.1503 -1.0022 1.2638  -0.642
11 C 0.1605 -1.8426 1.2682  -0.628
12 C 0.8999 2.4769 -0.3354  -0.606
13 H 2.2462 -0.6435 -0.0344  0.239
14 H 2.3571 0.5762 1.2521  0.234
15 H 2.8356 1.0452 -0.3718  0.268
16 H -0.4092 1.0544 -2.1050  0.199
17 H 1.2800 0.7656 -2.3389  0.247
18 H 1.0672 -1.6187 -1.7227  0.231
19 H -0.2345 -1.0929 -2.8914  0.261
20 H -0.9874 -2.4950 -0.7429  0.249
21 H -1.9617 -1.2389 -1.3677  0.234
22 H -2.9892 -0.4989 0.7831  0.222
23 H -2.4625 -2.0465 1.2652  0.262
24 H -2.2112 -0.7077 2.3115  0.244
25 H 0.7641 -1.3219 2.0116  0.213
26 H -0.2316 -2.6538 1.8815  0.284
27 H 0.9434 -2.2384 0.6212  0.241
28 H 1.2273 2.8720 0.6262  0.242
29 H -0.0486 2.9433 -0.6016  0.161
30 H 1.6043 2.7873 -1.1071  0.261
31 H 0.1471 0.7760 2.3241  0.507


ORCA calculation (ωB97M-V with the def2-TZVPD basis set) on one molecule with the formula C6H3NO2S.

Computed properties:
SMILES = N#CSC(=O)c1ccco1
ΔE to the lowest compared entry with this formula, charge and spin = 0.000 eV
E_HOMO = -9.5 eV
Spin multiplicity = 1
E_tot = -22688.1804 eV

Each line ends with the natural charge from an NBO analysis.
Element x y z (Å)
1 C 2.9571 0.3523 -0.1545  -0.005
2 C -1.7596 -1.2817 -0.0089  -0.328
3 C -1.3954 0.0206 -0.5753  -0.171
4 C -0.7103 -1.3978 0.9591  0.172
5 C -0.3149 0.5423 0.0508  0.040
6 C 0.4123 1.7640 -0.2145  0.602
7 N 3.3342 -0.3457 -1.0057  -0.318
8 O 0.2280 2.7606 -0.7981  -0.439
9 O 0.1054 -0.3756 0.9512  -0.362
10 S 2.3264 1.6050 0.6839  0.086
11 H -2.6663 -1.8401 -0.1309  0.249
12 H -2.0182 0.6053 -1.2531  0.241
13 H -0.4984 -2.4092 1.4960  0.232


ORCA calculation (ωB97M-V with the def2-TZVPD basis set) on C26H46ClO2PTm as an isolated structure.

Computed properties:
Charge = -1
E_HOMO (spin up / spin down) = -1.4 / -1.5 eV
Spin multiplicity = 3
E_tot = -83146.7352 eV

Each line ends with the Mulliken spin population.
Element x y z (Å)
1 Tm -0.2689 1.2227 1.1587  2.040
2 P 0.1199 0.5852 -2.0146  -0.008
3 Cl 2.2181 1.0412 0.8973  -0.002
4 C -0.2995 3.3140 1.5082  -0.017
5 H 0.6142 3.9350 1.4784  0.000
6 H -1.1893 3.9363 1.7491  0.000
7 C 1.4314 -0.4525 -2.9101  0.001
8 C 0.1680 2.3285 -2.6943  -0.002
9 C 2.8391 0.1082 -2.6433  0.001
10 H 1.3345 -1.4197 -2.3762  0.000
11 C 3.9317 -0.8600 -3.1223  0.000
12 H 2.9648 1.0734 -3.1596  0.000
13 H 2.9623 0.3142 -1.5700  -0.001
14 C 3.7559 -1.2767 -4.5902  0.000
15 H 4.9133 -0.3901 -2.9895  0.000
16 H 3.9140 -1.7598 -2.4910  0.000
17 C 2.3251 -1.7220 -4.9179  0.000
18 H 4.0285 -0.4328 -5.2407  0.000
19 H 4.4488 -2.0955 -4.8231  0.000
20 C 1.2518 -0.7486 -4.4111  0.000
21 H 2.2137 -1.8422 -6.0031  0.000
22 H 2.1440 -2.7046 -4.4606  0.000
23 H 1.3220 0.1842 -4.9889  0.000
24 H 0.2598 -1.1753 -4.6127  0.000
25 C -1.5179 -0.0952 -2.6371  -0.001
26 C 0.6410 2.4504 -4.1425  0.000
27 H -0.8935 2.6333 -2.6488  0.002
28 C 0.4814 3.8878 -4.6338  0.000
29 H 1.6964 2.1610 -4.2190  0.000
30 H 0.0844 1.7853 -4.8136  0.000
31 C 1.2526 4.8744 -3.7537  0.000
32 H 0.8218 3.9698 -5.6724  0.000
33 H -0.5850 4.1456 -4.6156  0.000
34 C 0.9378 4.7165 -2.2634  -0.001
35 H 2.3296 4.7322 -3.9109  0.000
36 H 1.0310 5.9016 -4.0629  0.000
37 C 0.9644 3.2654 -1.7659  -0.002
38 H 1.6443 5.3044 -1.6690  0.000
39 H -0.0592 5.1260 -2.0541  0.000
40 H 2.0025 2.9061 -1.6979  0.000
41 H 0.5655 3.2342 -0.7327  0.001
42 C -1.5655 -1.6214 -2.4981  0.000
43 H -2.2147 0.3404 -1.8977  0.001
44 C -2.9688 -2.1610 -2.7878  0.000
45 H -0.8442 -2.0759 -3.1955  0.000
46 H -1.2463 -1.9216 -1.4895  0.000
47 C -3.5105 -1.6818 -4.1428  0.000
48 H -2.9428 -3.2586 -2.7668  0.000
49 H -3.6479 -1.8371 -1.9834  0.000
50 C -3.3798 -0.1685 -4.3470  0.000
51 H -2.9715 -2.2026 -4.9466  0.000
52 H -4.5633 -1.9724 -4.2333  0.000
53 C -1.9801 0.3675 -4.0234  0.000
54 H -3.6283 0.0843 -5.3838  0.000
55 H -4.1073 0.3505 -3.7075  0.000
56 H -1.2720 0.0145 -4.7883  0.000
57 H -1.9976 1.4644 -4.0818  0.000
58 C -0.0468 -2.5861 0.4477  -0.001
59 C -0.1246 -1.7180 1.4110  0.000
60 H 0.5647 -2.3262 -0.4419  0.000
61 C -0.9583 -1.9145 2.6764  -0.001
62 H 0.6661 -0.9253 1.4592  0.001
63 C -1.5898 -3.3074 2.7583  0.000
64 H -0.3856 -1.7013 3.6026  0.000
65 H -1.7659 -1.1626 2.6869  0.000
66 C -1.9963 -3.8920 1.4233  0.000
67 H -0.8160 -3.9581 3.1518  0.000
68 H -2.4275 -3.2854 3.4668  0.000
69 C -0.8580 -3.8508 0.3935  0.000
70 H -2.3142 -4.9253 1.5530  0.000
71 H -2.8427 -3.3424 0.9999  0.000
72 H -0.2197 -4.7240 0.5475  0.000
73 H -1.2132 -3.9648 -0.6289  0.000
74 O -2.1650 1.4549 -0.0154  -0.006
75 C -2.8379 1.3125 1.0594  -0.002
76 O -2.2566 0.8857 2.1316  -0.004
77 H -3.8884 1.6429 1.0783  0.000